No. 1
Entry from OMol25: C3HF6P in the gas phase (the ωB97M-V functional and the def2-TZVPD basis).

The geometry in XYZ format:
```
11
Properties=species:S:1:pos:R:3
C -1.07712 -0.53329 -0.56956
C -1.02123 0.02777 0.87463
F 2.51493 -0.51981 -0.90217
H -1.48314 1.04599 0.92495
C 0.12399 -0.62628 0.20740
F -1.74828 -1.72088 -0.81939
P 1.49214 0.29115 -0.14675
F -1.26506 0.17082 -1.66706
F 2.50735 0.71747 0.96073
F -1.54477 -0.58354 2.01698
F 1.50119 1.73061 -0.87977
```

The gap between HOMO and LUMO is 10.7 eV. The calculation puts the molar mass at 182.0 u. As for the SMILES: F[C@H]1C(=P(F)(F)F)C1(F)F.



No. 2
Entry from OMol25: a molecular structure, C3HFHgO2 (the ωB97M-V functional and the def2-TZVPD basis).

The geometry in XYZ format:
```
8
Properties=species:S:1:pos:R:3
F 0.00487 -2.95258 1.07298
C 0.23174 -1.75158 0.46990
O -1.49900 4.39074 -0.31972
C 1.18707 -1.87432 -0.57445
C -0.98493 3.39110 -0.30926
O 1.47405 -0.81947 -1.21414
Hg 0.16482 0.72827 -0.08358
H 1.69356 -2.82813 -0.82724
```

The gap between HOMO and LUMO (spin up / spin down) is 7.9 / 8.0 eV. The calculation puts the molar mass at 288.6 u. Its spin multiplicity is 3.



| no. | maximum force (Eh/bohr) |
| --- | --- |
| 1 | 0.071 |
| 2 | 0.030 |